[1]
Molecular formula: C28H69Cl9N3O12
Method: DFT, ωB97M-V with the def2-TZVPD basis set

Element x y z (Å)
Cl1 0.947 -14.419 -4.248
O1 1.163 -15.811 -4.053
O2 0.292 -13.737 -3.182
O3 2.199 -13.783 -4.515
O4 0.135 -14.263 -5.454
Cl2 4.970 -18.033 -6.211
C1 4.241 -16.565 -5.544
C2 4.899 -15.279 -6.185
Cl3 6.575 -15.058 -5.696
H1 4.431 -16.550 -4.471
H2 3.206 -16.656 -5.873
H3 4.346 -14.395 -5.866
H4 4.725 -15.266 -7.261
Cl4 2.006 -13.474 -9.183
C3 2.096 -12.069 -8.029
C4 3.434 -11.253 -8.255
Cl5 4.862 -12.331 -7.869
H5 2.131 -12.474 -7.018
H6 1.200 -11.471 -8.196
H7 3.522 -10.373 -7.617
H8 3.484 -10.948 -9.300
Cl6 1.089 -9.322 -6.084
C5 0.515 -10.586 -4.911
C6 -0.139 -10.058 -3.646
Cl7 -1.774 -9.425 -4.010
H9 1.452 -11.002 -4.541
H10 -0.005 -11.444 -5.336
H11 0.518 -9.288 -3.243
H12 -0.185 -10.867 -2.917
Cl8 -2.314 -11.426 -7.407
C7 -2.969 -12.814 -6.467
C8 -3.264 -13.934 -7.432
Cl9 -4.558 -13.614 -8.545
H13 -3.889 -12.508 -5.969
H14 -2.276 -13.138 -5.691
H15 -3.574 -14.859 -6.946
H16 -2.358 -14.190 -7.982
C9 -0.001 -18.812 -1.893
O5 -0.097 -18.304 -0.612
H17 1.016 -19.201 -1.931
H18 -0.692 -19.626 -2.113
H19 -0.233 -18.066 -2.653
H20 -0.933 -17.834 -0.574
C10 -2.661 -15.538 -1.282
O6 -2.207 -16.823 -0.852
H21 -1.925 -15.099 -1.955
H22 -3.511 -15.530 -1.963
H23 -2.787 -14.838 -0.456
H24 -2.725 -17.034 -0.072
C11 4.165 -14.732 -1.730
O7 4.990 -14.183 -0.677
C12 6.168 -13.544 -1.196
C13 7.023 -12.766 -0.190
N1 7.620 -13.643 0.807
C14 8.391 -12.996 1.820
C15 9.767 -12.573 1.414
O8 10.599 -13.595 0.944
C16 11.911 -13.220 0.644
H25 3.611 -13.971 -2.279
H26 3.541 -15.451 -1.199
H27 4.770 -15.304 -2.433
H28 5.958 -12.827 -1.990
H29 6.813 -14.310 -1.626
H30 6.413 -12.006 0.298
H31 7.736 -12.157 -0.745
H32 8.366 -14.196 0.410
H33 8.473 -13.681 2.663
H34 7.989 -12.093 2.279
H35 10.285 -12.137 2.269
H36 9.769 -11.791 0.654
H37 11.893 -12.598 -0.251
H38 12.550 -14.079 0.439
H39 12.390 -12.591 1.394
C17 0.944 -24.415 -8.277
O9 0.087 -23.280 -8.450
C18 -0.448 -23.129 -9.747
C19 -1.517 -22.079 -9.486
N2 -0.889 -20.781 -9.089
C20 -1.783 -19.877 -8.408
C21 -0.948 -18.755 -7.867
O10 0.257 -19.165 -7.212
C22 0.739 -18.215 -6.353
H40 1.152 -24.443 -7.207
H41 1.923 -24.518 -8.745
H42 0.528 -25.351 -8.651
H43 -0.879 -24.042 -10.158
H44 0.241 -22.753 -10.502
H45 -2.325 -22.341 -8.802
H46 -2.039 -22.010 -10.440
H47 -0.189 -20.911 -8.373
H48 -2.239 -20.268 -7.498
H49 -2.468 -19.440 -9.135
H50 -1.570 -18.273 -7.113
H51 -0.801 -18.001 -8.640
H52 1.595 -18.689 -5.874
H53 0.145 -17.868 -5.508
H54 1.149 -17.337 -6.853
C23 0.926 -5.401 -5.881
O11 1.618 -5.721 -4.643
C24 0.947 -5.539 -3.437
C25 1.830 -5.868 -2.220
N3 1.892 -7.392 -2.098
C26 2.721 -7.686 -0.963
C27 2.487 -9.193 -0.658
O12 2.898 -10.100 -1.690
C28 2.447 -11.406 -1.482
H55 0.186 -6.177 -6.079
H56 1.723 -5.453 -6.623
H57 0.490 -4.406 -5.968
H58 0.034 -6.129 -3.512
H59 0.538 -4.531 -3.500
H60 1.374 -5.537 -1.286
H61 2.834 -5.454 -2.316
H62 2.256 -7.906 -2.887
H63 2.505 -7.159 -0.034
H64 3.779 -7.611 -1.214
H65 1.418 -9.252 -0.453
H66 2.796 -9.523 0.333
H67 2.496 -11.925 -2.439
H68 1.392 -11.407 -1.208
H69 3.021 -11.831 -0.659

Atoms 1-2, force components in eV/Å:
Cl -0.6879 -0.0126 -3.3138
O -0.1170 -0.5363 1.1201

* <S²>: 0.754
* Kohn-Sham gap (alpha / beta): 7.02 / 1.66 eV
* multiplicity: 2
* HOMO energy (alpha / beta): -8.0 / -8.0 eV

***

[2]
Molecular formula: C28H69Mn2O15
Method: DFT, ωB97M-V with the def2-TZVPD basis set

Element x y z (Å)
Mn1 2.602 -2.235 0.677
Mn2 2.305 -1.283 -2.364
C1 -0.185 0.843 -0.018
C2 1.328 0.783 -0.062
O1 2.032 -0.325 -0.569
H1 -0.656 -0.129 0.166
H2 -0.626 1.156 -0.974
H3 -0.555 1.568 0.707
H4 1.704 0.811 0.971
H5 1.626 1.774 -0.435
O2 2.915 -2.899 -1.302
C3 3.533 -4.196 -1.258
C4 3.189 -4.979 0.007
O3 3.068 -4.257 1.199
H6 4.604 -3.923 -1.237
H7 3.498 -4.705 -2.226
H8 3.885 -5.818 0.157
H9 2.254 -5.547 -0.175
C5 0.546 5.962 -2.813
O4 -0.447 5.209 -3.467
C6 -0.526 3.893 -2.997
C7 0.714 3.037 -3.282
O5 1.335 3.243 -4.507
C8 0.491 2.960 -5.624
H10 1.561 5.578 -2.962
H11 0.311 6.067 -1.748
H12 0.570 6.957 -3.256
H13 -1.385 3.423 -3.476
H14 -0.696 3.914 -1.911
H15 0.372 1.980 -3.187
H16 1.408 3.040 -2.436
H17 0.484 1.860 -5.717
H18 0.892 3.435 -6.509
H19 -0.549 3.211 -5.412
C9 5.555 -2.131 1.708
O6 4.708 -1.451 0.743
C10 5.473 -0.802 -0.263
C11 5.443 0.701 -0.130
O7 6.044 1.038 1.100
C12 5.620 2.291 1.597
H20 4.899 -2.625 2.417
H21 6.189 -1.396 2.209
H22 6.206 -2.799 1.147
H23 4.963 -1.085 -1.194
H24 6.512 -1.131 -0.302
H25 4.425 1.094 -0.243
H26 6.018 1.137 -0.963
H27 6.073 2.405 2.582
H28 4.537 2.393 1.705
H29 6.039 3.099 0.988
C13 -0.342 3.244 3.431
O8 0.013 1.901 3.655
C14 0.106 1.503 5.010
C15 -1.207 1.336 5.734
O9 -1.909 2.535 5.878
C16 -3.206 2.342 6.410
H30 -0.420 3.449 2.363
H31 0.390 3.956 3.830
H32 -1.311 3.476 3.872
H33 0.751 2.237 5.513
H34 0.629 0.546 5.042
H35 -1.031 0.913 6.738
H36 -1.796 0.544 5.242
H37 -3.745 1.625 5.782
H38 -3.740 3.286 6.412
H39 -3.134 1.953 7.431
C17 -0.415 -3.315 -0.067
O10 0.512 -2.722 0.826
C18 0.167 -2.785 2.212
C19 0.796 -1.611 2.941
O11 2.169 -1.475 2.529
C20 2.814 -0.470 3.311
H40 0.008 -3.337 -1.067
H41 -1.291 -2.654 -0.090
H42 -0.752 -4.291 0.282
H43 0.515 -3.734 2.626
H44 -0.923 -2.750 2.230
H45 0.727 -1.789 4.019
H46 0.312 -0.641 2.775
H47 3.868 -0.478 3.047
H48 2.733 -0.732 4.367
H49 2.400 0.526 3.138
C21 -4.445 -3.349 -1.160
O12 -4.106 -2.426 -0.125
C22 -4.759 -2.723 1.106
C23 -3.911 -2.211 2.259
O13 -4.320 -0.917 2.631
C24 -3.727 0.116 1.865
H50 -3.805 -4.217 -0.971
H51 -4.154 -2.900 -2.108
H52 -5.507 -3.591 -1.189
H53 -4.816 -3.822 1.185
H54 -5.806 -2.408 1.093
H55 -2.867 -2.340 1.965
H56 -4.118 -2.855 3.116
H57 -4.231 0.224 0.900
H58 -2.636 0.070 1.823
H59 -3.974 1.045 2.387
C25 -4.478 -1.034 -6.690
O14 -3.953 0.264 -6.652
C26 -2.751 0.378 -5.937
C27 -2.827 -0.003 -4.456
O15 -3.937 0.655 -3.890
C28 -3.939 0.584 -2.481
H60 -5.502 -1.030 -7.051
H61 -4.447 -1.522 -5.712
H62 -3.904 -1.668 -7.382
H63 -2.367 1.385 -6.059
H64 -2.085 -0.407 -6.344
H65 -1.871 0.343 -4.028
H66 -2.982 -1.068 -4.246
H67 -4.722 1.203 -2.052
H68 -2.951 0.934 -2.153
H69 -4.097 -0.442 -2.126

Atoms 1-2, force components in eV/Å:
Mn 0.9404 -1.2907 -0.4905
Mn 0.3619 -0.7784 2.9647

* <S²>: 30.010
* charge: +1
* Kohn-Sham gap (alpha / beta): 4.97 / 4.93 eV
* multiplicity: 11
* HOMO energy (alpha / beta): -10.0 / -10.1 eV

***

| no. | total energy (eV) | F_max (Eh/bohr) |
| --- | --- | --- |
| 1 | -171879.76234 | 0.1018 |
| 2 | -123494.22167 | 0.0600 |